No. 1
Below is 5 unconnected molecules or ions with the total composition C39H93Br2NO23P7, with properties calculated with ωB97M-V/def2-TZVPD.

```
165
C39H93Br2NO23P7 ωB97M-V/def2-TZVPD
C 1.147 2.898 6.419
C 0.952 4.415 5.886
O 2.133 5.245 6.041
P 3.112 5.227 4.619
O 4.044 6.461 4.754
C 4.235 3.712 4.612
C 4.360 2.981 3.159
C 3.683 1.535 3.268
P 2.520 1.042 1.863
C 1.425 -0.349 2.613
C -0.076 -0.372 2.052
C -0.984 -1.039 3.236
C -2.530 -0.981 2.803
O -3.359 -2.020 3.376
C -2.931 -3.278 2.840
O -2.687 -3.463 1.619
C 3.607 0.385 0.456
Br 3.941 -1.570 0.515
C 3.109 0.748 -1.026
C 1.920 -0.171 -1.597
Br 4.696 0.396 -2.230
P 1.305 2.682 1.061
N 2.139 3.838 0.355
O 0.201 2.105 -0.150
O 0.359 3.242 2.400
O 2.225 5.454 3.189
C 1.296 6.572 3.274
C 0.834 6.873 1.742
H 1.576 2.868 7.484
H 0.127 2.353 6.459
H 1.809 2.292 5.713
H 0.557 4.331 4.817
H 0.093 4.866 6.513
H 3.875 2.990 5.425
H 5.285 4.062 4.941
H 3.898 3.699 2.406
H 5.490 2.929 2.925
H 3.124 1.345 4.251
H 4.543 0.757 3.253
H 1.345 -0.062 3.734
H 1.938 -1.367 2.593
H -0.144 -1.105 1.180
H -0.545 0.647 1.862
H -0.606 -2.065 3.560
H -0.871 -0.320 4.137
H -2.934 0.047 3.142
H -2.546 -0.961 1.648
H -2.771 -4.112 3.623
H 4.640 0.891 0.585
H 2.848 1.842 -1.202
H 1.248 -0.547 -0.756
H 1.295 0.487 -2.308
H 2.387 -1.001 -2.233
H 3.134 3.566 0.382
H -0.725 2.284 0.137
H -0.523 2.792 2.306
H 0.327 6.285 3.823
H 1.782 7.473 3.774
H 0.624 5.884 1.185
H -0.104 7.532 1.761
H 1.696 7.400 1.182
O 3.192 8.411 -2.143
P 2.800 7.622 -3.396
O 3.395 6.159 -2.900
C 2.640 5.408 -1.962
C 1.447 4.744 -2.627
O 4.109 8.087 -4.308
C 4.715 9.359 -4.095
C 5.945 9.224 -3.214
O 2.249 6.820 -4.809
C 1.311 7.543 -5.613
C 1.960 8.692 -6.363
H 2.321 6.046 -1.133
H 3.303 4.641 -1.557
H 0.718 5.490 -2.956
H 0.946 4.063 -1.933
H 1.757 4.182 -3.512
H 4.000 10.072 -3.677
H 5.015 9.749 -5.072
H 5.727 8.679 -2.291
H 6.346 10.205 -2.953
H 6.720 8.654 -3.733
H 0.491 7.902 -4.985
H 0.893 6.832 -6.332
H 2.233 9.498 -5.677
H 1.276 9.106 -7.107
H 2.875 8.366 -6.863
O 2.577 -5.262 -1.947
P 2.084 -5.816 -3.289
O 1.750 -4.356 -3.993
C 2.833 -3.588 -4.497
C 3.343 -4.150 -5.811
O 0.542 -6.164 -2.773
C 0.305 -6.516 -1.414
C -0.184 -5.312 -0.630
O 1.624 -6.540 -4.773
C 1.982 -7.918 -4.937
C 1.134 -8.839 -4.077
H 3.637 -3.535 -3.756
H 2.460 -2.573 -4.657
H 3.813 -5.126 -5.662
H 4.085 -3.481 -6.257
H 2.523 -4.290 -6.519
H 1.196 -6.956 -0.959
H -0.469 -7.289 -1.404
H 0.478 -4.449 -0.756
H -0.257 -5.543 0.435
H -1.167 -4.999 -0.989
H 3.045 -8.048 -4.716
H 1.828 -8.164 -5.990
H 1.395 -8.733 -3.020
H 1.292 -9.883 -4.356
H 0.073 -8.600 -4.176
O -5.259 3.880 -0.012
P -5.645 3.083 -1.262
O -5.050 1.623 -0.756
C -5.809 0.874 0.183
C -6.998 0.203 -0.480
O -4.332 3.547 -2.171
C -3.730 4.819 -1.962
C -2.507 4.686 -1.073
O -6.189 2.275 -2.672
C -7.126 2.992 -3.485
C -6.476 4.139 -4.238
H -6.132 1.516 1.008
H -5.145 0.109 0.596
H -7.727 0.946 -0.815
H -7.499 -0.474 0.217
H -6.685 -0.363 -1.360
H -4.447 5.534 -1.550
H -3.425 5.206 -2.938
H -2.732 4.142 -0.149
H -2.105 5.667 -0.812
H -1.729 4.112 -1.585
H -7.950 3.352 -2.862
H -7.538 2.278 -4.201
H -6.208 4.950 -3.554
H -7.158 4.548 -4.986
H -5.558 3.814 -4.732
O -3.243 -8.404 4.777
P -2.525 -8.693 3.454
O -3.856 -8.576 2.478
C -4.338 -7.282 2.150
C -3.461 -6.618 1.105
O -2.522 -10.346 3.618
C -2.477 -10.939 4.913
C -3.869 -11.346 5.364
O -1.609 -8.950 2.026
C -0.189 -8.839 2.165
C 0.411 -10.016 2.915
H -4.410 -6.665 3.051
H -5.348 -7.408 1.751
H -2.472 -6.391 1.514
H -3.909 -5.681 0.762
H -3.314 -7.275 0.245
H -2.001 -10.270 5.636
H -1.847 -11.830 4.846
H -4.581 -10.520 5.281
H -3.856 -11.694 6.398
H -4.252 -12.148 4.728
H 0.058 -7.895 2.660
H 0.229 -8.804 1.155
H 0.145 -9.975 3.976
H 1.500 -10.006 2.845
H 0.036 -10.963 2.522
```

Summary:
- Net charge: +1
- Lowest unoccupied orbital energy: -3.78 eV
- Gap between HOMO and LUMO: 7.6 eV

=====

No. 2
Below is 9 unconnected molecules or ions with the total composition C39H93N3O15, with properties calculated with ωB97M-V/def2-TZVPD.

```
150
C39H93N3O15 ωB97M-V/def2-TZVPD
C 0.100 4.768 -1.192
C -1.378 5.001 -1.409
C -1.669 6.512 -1.589
C -1.692 4.131 -2.643
C -3.139 3.974 -2.916
C -3.777 3.299 -1.695
C -3.483 3.996 -0.375
C -4.358 5.228 -0.222
C -3.832 2.878 0.702
N -2.040 4.346 -0.264
O -1.672 4.780 1.067
H 0.474 5.507 -0.484
H 0.370 3.748 -0.918
H 0.688 4.819 -2.108
H -2.628 6.744 -2.053
H -1.578 7.112 -0.684
H -0.883 6.942 -2.211
H -1.343 4.680 -3.518
H -1.308 3.111 -2.637
H -3.617 4.946 -3.041
H -3.276 3.437 -3.855
H -3.567 2.232 -1.772
H -4.816 3.492 -1.963
H -4.102 5.837 0.645
H -5.400 4.908 -0.202
H -4.332 5.882 -1.094
H -3.923 3.233 1.728
H -3.011 2.165 0.777
H -4.746 2.359 0.415
H -1.313 3.962 1.419
C 2.822 -1.138 -3.047
C 2.462 -0.475 -4.411
C 1.953 -1.543 -5.440
C 1.226 0.361 -4.111
C 1.564 1.669 -3.333
C 2.676 2.430 -4.018
C 3.987 1.638 -4.334
C 4.833 2.537 -5.270
C 4.764 1.445 -2.964
N 3.529 0.372 -4.986
O 4.570 -0.395 -5.487
H 2.192 -2.021 -2.940
H 3.780 -1.644 -3.170
H 2.919 -0.496 -2.171
H 2.773 -2.199 -5.732
H 1.218 -2.232 -5.022
H 1.431 -1.111 -6.295
H 0.895 0.834 -5.035
H 0.491 -0.286 -3.631
H 0.665 2.225 -3.068
H 1.952 1.333 -2.372
H 2.934 3.282 -3.390
H 2.194 2.834 -4.909
H 5.851 2.213 -5.484
H 4.815 3.532 -4.824
H 4.368 2.638 -6.250
H 5.256 2.342 -2.590
H 5.485 0.646 -3.135
H 4.033 1.298 -2.169
H 4.952 -0.823 -4.718
C 3.734 -4.704 0.753
C 2.619 -4.132 1.627
C 1.389 -3.699 0.841
C 2.359 -5.317 2.583
C 1.508 -5.004 3.859
C 2.223 -3.899 4.627
C 2.531 -2.574 3.796
C 1.276 -1.778 3.565
C 3.579 -1.797 4.587
N 3.093 -3.049 2.512
O 3.616 -2.005 1.757
H 4.686 -4.681 1.283
H 3.378 -5.696 0.473
H 3.803 -4.088 -0.143
H 1.590 -3.488 -0.209
H 0.608 -4.457 0.886
H 0.940 -2.756 1.155
H 1.846 -6.134 2.076
H 3.308 -5.742 2.912
H 0.574 -4.673 3.406
H 1.294 -5.852 4.508
H 3.159 -4.233 5.074
H 1.714 -3.577 5.536
H 0.460 -2.448 3.295
H 1.308 -1.057 2.748
H 0.984 -1.213 4.450
H 3.786 -0.855 4.080
H 4.476 -2.416 4.621
H 3.303 -1.676 5.634
H 4.503 -1.954 2.122
O -2.862 -6.275 -1.881
C -1.768 -5.549 -1.241
C -2.035 -4.071 -1.010
O -2.795 -3.826 0.214
H -3.658 -6.028 -1.405
H -1.337 -6.117 -0.416
H -1.070 -5.589 -2.077
H -2.626 -3.706 -1.850
H -1.124 -3.472 -1.042
H -3.577 -4.381 0.173
O 3.732 2.036 2.991
C 2.978 1.580 1.836
C 2.882 2.713 0.706
O 4.125 3.055 0.102
H 3.918 1.268 3.536
H 3.444 0.658 1.489
H 1.971 1.258 2.102
H 2.361 3.531 1.204
H 2.205 2.374 -0.078
H 3.970 3.904 -0.318
O -5.788 -1.989 -2.846
C -5.161 -1.194 -1.838
C -5.207 -1.790 -0.434
O -6.424 -1.785 0.152
H -6.241 -1.497 -3.535
H -4.113 -0.970 -2.039
H -5.669 -0.231 -1.879
H -4.504 -1.257 0.207
H -4.823 -2.805 -0.526
H -6.151 -1.685 1.067
O -2.114 -2.899 2.689
C -2.035 -3.628 3.942
C -3.468 -3.624 4.717
O -4.496 -4.158 3.899
H -2.460 -3.444 1.979
H -1.476 -4.562 3.885
H -1.478 -2.987 4.624
H -3.795 -2.635 5.041
H -3.473 -4.246 5.612
H -4.111 -4.969 3.560
O -0.852 2.488 2.408
C -0.808 2.480 3.811
C -0.933 3.930 4.357
O -2.228 4.409 4.040
H -0.907 1.605 2.036
H -1.636 1.867 4.166
H 0.102 1.982 4.146
H -0.171 4.589 3.939
H -0.710 3.964 5.423
H -2.169 4.607 3.102
O 1.104 -0.152 -0.152
C -0.146 0.547 -0.320
C -1.386 -0.328 0.319
O -1.229 -0.438 1.732
H 0.995 -0.618 0.680
H -0.092 1.433 0.313
H -0.375 0.886 -1.331
H -1.372 -1.338 -0.092
H -2.384 0.043 0.086
H -1.538 -1.302 2.012
```

Summary:
- SMILES: CC1(C)CCCC(C)(C)N1O.CC1(C)CCCC(C)(C)N1O.CC1(C)CCCC(C)(C)N1O.OCCO.OCCO.OCCO.OCCO.OCCO.OCCO
- Lowest unoccupied orbital energy: -0.09 eV
- ΔE to the lowest compared entry with this formula, charge and spin: 1.898 eV
- Gap between HOMO and LUMO: 8.1 eV

=====

No. 3
Below is a molecular structure, C39H97N6O7, with properties calculated with ωB97M-V/def2-TZVPD.

```
149
C39H97N6O7 ωB97M-V/def2-TZVPD
O 30.524 -15.981 27.396
C 31.661 -16.134 27.995
O 31.671 -16.277 29.198
O 32.523 -16.096 27.140
H 31.188 -16.021 26.704
C 26.769 -20.613 31.208
C 26.354 -21.259 29.849
C 27.437 -22.204 29.303
N 27.177 -22.893 27.906
C 28.482 -23.619 27.508
C 28.195 -24.453 26.229
C 27.075 -25.534 26.458
C 25.788 -24.823 26.947
C 25.998 -23.866 28.210
C 26.701 -21.804 26.991
H 27.113 -21.403 31.876
H 25.951 -20.139 31.751
H 27.625 -19.940 31.171
H 26.169 -20.291 29.383
H 25.337 -21.648 29.903
H 27.670 -23.054 29.944
H 28.414 -21.721 29.317
H 28.786 -24.273 28.325
H 29.180 -22.785 27.577
H 29.105 -24.960 25.909
H 27.900 -23.933 25.317
H 27.389 -26.174 27.282
H 27.108 -26.066 25.507
H 25.174 -25.690 27.189
H 25.232 -24.353 26.135
H 26.426 -24.500 28.987
H 25.057 -23.396 28.496
H 26.545 -22.121 25.960
H 27.422 -20.989 27.055
H 25.708 -21.428 27.238
C 35.600 -21.771 27.275
C 36.415 -22.166 25.912
C 35.565 -22.018 24.570
N 36.421 -22.269 23.264
C 35.511 -21.995 22.081
C 35.166 -20.502 21.895
C 36.342 -19.631 21.717
C 37.323 -19.842 22.837
C 37.653 -21.319 23.140
C 36.990 -23.740 23.264
H 34.548 -22.044 27.189
H 35.552 -20.695 27.441
H 35.994 -22.415 28.061
H 36.639 -23.214 26.107
H 37.432 -21.777 25.861
H 35.094 -21.052 24.390
H 34.824 -22.812 24.652
H 34.601 -22.561 22.277
H 36.002 -22.476 21.235
H 34.481 -20.138 22.661
H 34.537 -20.272 21.035
H 36.061 -18.579 21.757
H 36.851 -19.896 20.790
H 36.965 -19.351 23.742
H 38.245 -19.404 22.455
H 38.235 -21.389 24.059
H 38.195 -21.841 22.351
H 37.576 -23.862 24.175
H 37.586 -23.927 22.371
H 36.089 -24.347 23.352
C 31.117 -10.339 37.138
N 30.457 -11.517 37.903
C 31.597 -12.407 38.455
C 29.722 -10.925 39.115
C 29.434 -12.313 36.974
C 29.678 -12.368 35.462
O 30.953 -13.016 35.478
H 30.342 -9.679 36.748
H 31.825 -10.735 36.410
H 31.635 -9.710 37.862
H 32.166 -11.808 39.165
H 32.215 -12.716 37.611
H 31.109 -13.280 38.889
H 28.873 -10.294 38.853
H 30.487 -10.518 39.777
H 29.301 -11.769 39.661
H 28.455 -11.880 37.178
H 29.319 -13.320 37.375
H 29.614 -11.402 34.961
H 28.964 -12.988 34.920
H 31.152 -13.382 34.613
C 35.637 -21.448 39.572
N 35.184 -21.343 38.096
C 36.252 -21.928 37.078
C 33.961 -22.238 37.892
C 34.903 -19.854 37.756
C 34.955 -19.494 36.284
O 33.988 -20.167 35.558
H 36.080 -22.414 39.814
H 34.740 -21.173 40.126
H 36.424 -20.716 39.754
H 35.784 -21.994 36.095
H 36.716 -22.853 37.421
H 37.014 -21.151 37.123
H 34.276 -23.268 38.060
H 33.667 -22.160 36.846
H 33.169 -21.890 38.556
H 35.604 -19.227 38.307
H 33.902 -19.627 38.124
H 35.982 -19.417 35.928
H 34.778 -18.418 36.306
H 33.524 -19.478 35.077
C 22.539 -13.659 23.300
N 21.898 -12.942 24.534
C 21.124 -11.679 23.993
C 20.884 -13.845 25.290
C 22.991 -12.491 25.557
C 23.634 -13.591 26.448
O 24.237 -14.637 25.702
H 23.428 -13.163 22.912
H 21.840 -13.769 22.471
H 22.824 -14.628 23.710
H 20.544 -11.170 24.763
H 20.475 -11.948 23.159
H 21.829 -10.913 23.670
H 20.068 -14.096 24.613
H 20.625 -13.370 26.236
H 21.495 -14.746 25.360
H 22.356 -11.827 26.144
H 23.631 -11.842 24.960
H 22.937 -14.005 27.177
H 24.369 -13.159 27.127
H 25.119 -14.837 26.021
C 39.055 -9.641 30.759
N 39.453 -10.637 31.883
C 40.953 -10.764 31.625
C 39.248 -10.107 33.296
C 38.749 -12.038 31.839
C 38.765 -12.840 30.505
O 37.880 -12.152 29.566
H 37.981 -9.690 30.940
H 39.339 -10.038 29.785
H 39.465 -8.640 30.893
H 41.038 -11.253 30.654
H 41.242 -11.328 32.512
H 41.373 -9.761 31.695
H 38.189 -10.092 33.556
H 39.629 -9.089 33.379
H 39.922 -10.624 33.978
H 37.723 -11.814 32.132
H 39.283 -12.661 32.557
H 38.368 -13.855 30.545
H 39.761 -12.899 30.068
H 37.442 -12.828 29.043
```

Summary:
- Net charge: +5
- Lowest unoccupied orbital energy: -7.19 eV
- ΔE to the lowest compared entry with this formula, charge and spin: 3.028 eV
- Gap between HOMO and LUMO: 5.6 eV

=====

No. 4
Below is a single C3Br2O molecule, with properties calculated with ωB97M-V/def2-TZVPD.

```
6
C3Br2O ωB97M-V/def2-TZVPD
C -0.691 -0.245 -0.466
C -0.426 -0.159 0.791
C -0.638 0.040 2.065
O -0.854 0.127 3.192
Br 0.152 -0.192 -2.076
Br 2.457 0.428 -3.506
```

Summary:
- Lowest unoccupied orbital energy (spin up / spin down): -2.20 / -3.03 eV
- ΔE to the lowest compared entry with this formula, charge and spin: 2.196 eV
- Gap between HOMO and LUMO (spin up / spin down): 7.5 / 5.6 eV

=====

No. 5
Below is a molecular structure, C3Br3F, with properties calculated with ωB97M-V/def2-TZVPD.

```
7
C3Br3F ωB97M-V/def2-TZVPD
C -0.215 0.659 -0.123
C -0.112 -0.801 0.252
C 0.979 -0.353 -0.233
F 2.109 -0.444 -0.849
Br -0.102 1.914 1.289
Br -0.902 -2.326 1.023
Br -1.757 1.350 -1.359
```

Summary:
- Lowest unoccupied orbital energy: -0.28 eV
- ΔE to the lowest compared entry with this formula, charge and spin: 0.060 eV
- Gap between HOMO and LUMO: 9.8 eV

=====

No. 6
Below is a single C3Cl2O3 molecule, with properties calculated with ωB97M-V/def2-TZVPD.

```
8
C3Cl2O3 ωB97M-V/def2-TZVPD
C -0.036 -0.702 1.759
C -0.420 1.465 -0.970
C 0.406 -0.752 -0.599
O 0.842 -1.646 -1.238
O 0.737 -0.502 0.693
O -0.480 0.137 -1.128
Cl 0.743 -0.138 3.120
Cl -1.791 2.139 -1.636
```

Summary:
- Lowest unoccupied orbital energy: -0.72 eV
- ΔE to the lowest compared entry with this formula, charge and spin: 4.593 eV
- Gap between HOMO and LUMO: 9.3 eV

=====

No. 7
Below is a single C3Cl4S2 molecule, with properties calculated with ωB97M-V/def2-TZVPD.

```
9
C3Cl4S2 ωB97M-V/def2-TZVPD
Cl 0.653 -2.466 -0.227
C 0.467 -0.680 -0.078
C 0.313 0.089 1.081
Cl 0.026 -0.843 2.427
C 0.519 1.616 0.838
Cl 1.614 2.215 2.079
Cl -1.028 2.505 1.079
S 1.023 2.100 -0.914
S 1.176 0.228 -1.521
```

Summary:
- SMILES: ClC1=C(Cl)C(Cl)(Cl)SS1
- Lowest unoccupied orbital energy: -0.33 eV
- Gap between HOMO and LUMO: 8.2 eV

=====

The E_tot results, record by record, are as follows: -10864.1539 -2834.2880 -2397.5030 -5337.4233 -7936.0956 -1260.2415 -2751.3981 hartree.
The largest force on an atom results, record by record, are as follows: 9.59 3.09 6.21 2.22 3.89 1.98 5.59 eV/Å.